# 1
This record from the Open Molecules 2025 dataset describes a 9-piece molecular cluster, C36H93ClN5O17 overall. The level of theory is wB97M-V/def2-TZVPD.

The geometry in XYZ format:
```
152
Properties=species:S:1:pos:R:3:forces:R:3
H -0.94732 -5.96907 0.16656 0.07 0.03 -0.37
C -1.74001 -5.23619 0.01615 -0.64 0.75 0.92
H 2.61505 0.38486 0.21336 1.23 -0.13 -0.48
H -0.98543 3.03118 2.81276 -0.63 0.45 0.13
C 3.01833 5.47115 5.47035 -0.16 0.59 -0.96
H -4.21553 -1.00547 -0.93458 -0.22 -0.05 0.33
H 2.40966 -1.93316 -0.17992 -0.27 0.10 -0.07
H -5.09050 1.92311 0.70402 -0.14 -0.24 -0.05
H -3.33774 3.08700 -6.01154 0.11 0.46 0.04
C 1.02361 4.06254 -1.90085 -0.45 1.45 0.40
H 2.18907 -9.07216 2.66754 0.25 0.39 0.50
H 1.39965 -6.74112 0.87563 0.02 0.53 0.04
H 5.27841 -4.53345 -3.36298 0.30 -0.71 -0.26
O -1.64084 2.00331 5.84220 0.94 -0.05 -0.95
C -1.34172 -0.51998 -2.31749 -0.55 2.22 -1.23
H -3.11770 2.05100 0.07631 -0.78 0.48 -0.45
H -3.24481 1.39345 -5.83725 -0.30 -0.47 0.18
H -0.99651 4.30734 0.34032 -0.09 -0.24 0.23
O -3.78251 -3.71384 5.95873 0.46 -0.02 0.46
H 2.87105 3.75328 -2.89586 0.11 -0.63 -0.14
O -2.12072 -6.25431 -2.09801 1.37 -1.16 -1.71
H 6.04493 -6.20484 -7.19185 0.32 -0.19 -0.25
H -6.85142 3.40102 0.59198 0.24 -0.61 -0.19
H -3.71001 3.46965 2.09741 0.56 1.31 -0.31
H 3.78398 5.68638 4.72500 0.06 0.05 -0.53
H 2.61310 3.26212 4.38561 -0.85 -1.01 -0.11
H -2.07995 -5.24915 4.43328 -0.24 -0.45 -0.29
H -3.19115 -2.52901 4.29284 -0.46 0.39 0.44
H 6.57411 -4.61231 -7.80549 -1.15 0.59 0.17
H -2.26344 -4.15802 3.04456 0.19 -0.06 0.07
C 2.03058 -7.07557 1.69913 -0.34 -1.93 0.40
C -3.10259 2.31726 -5.27648 0.26 -0.53 -0.17
H -4.98918 0.66216 -4.30240 -0.38 -0.27 0.53
H 1.79716 -3.47992 -0.83008 0.35 -0.06 0.19
H 4.11118 -1.14380 -2.46808 0.25 0.31 -0.13
H -1.23123 3.33273 -4.66166 -0.21 0.18 -0.23
C -5.19720 1.73166 -4.33394 0.22 -0.58 -1.15
H -7.83613 2.55474 1.87068 -0.12 -0.11 -0.37
H -3.83544 1.59560 3.54737 -0.36 0.09 -0.01
H -1.85897 1.28682 7.60351 -0.77 -0.50 0.81
H -2.01299 1.83014 -2.89506 -0.22 0.17 0.08
H 5.47866 -3.31822 -6.17876 -0.45 0.32 -0.16
C 3.99660 6.14752 -2.95694 -0.34 -1.34 1.21
H -3.71766 -4.90530 3.70783 0.05 -0.26 0.12
H -4.41960 5.30436 -1.67071 0.02 0.17 0.35
C 4.30960 1.66839 2.02339 0.12 0.54 0.95
C -2.86855 -3.35902 4.92143 -0.37 0.26 -1.49
H 0.30813 3.44875 -2.44808 0.47 -0.52 -0.21
N -0.36042 3.23025 3.58078 1.73 -1.42 1.18
H -1.38386 -5.69261 -2.34924 0.10 0.02 -0.11
H 1.19193 3.22455 2.15387 -0.05 0.13 -0.62
H -5.78557 0.92959 2.11693 0.13 -0.77 -0.91
H 2.90696 6.42907 5.97838 -0.58 -0.23 0.24
H 0.42072 4.93399 -1.64553 -0.18 0.38 0.04
C -3.72473 4.47581 -1.53375 1.08 1.63 1.11
Cl -0.05452 -1.87736 2.21497 -1.19 0.75 -1.23
H -3.30378 0.72657 2.12397 0.09 -0.16 0.01
H -0.45977 -0.15411 -4.27280 0.17 -0.05 -0.25
H 1.84006 1.24933 1.30513 0.16 0.87 0.74
H -1.80127 0.92966 4.18204 -0.20 -0.90 0.08
H 3.03943 -7.23574 1.31877 -0.07 -0.21 -0.26
H 4.67364 2.48228 2.65041 0.18 0.56 -0.39
H 3.62241 1.20186 2.72923 -0.42 -0.51 -0.48
C 2.11747 4.06823 3.84465 -1.79 0.99 -0.23
C 2.51368 1.43947 0.46956 -1.48 -0.06 0.24
C 0.04443 1.83382 4.00671 -0.57 1.13 0.82
H -0.98018 -1.54666 -2.25992 -1.10 -0.55 -0.50
C 2.35090 -2.57025 -1.06240 1.23 -0.12 -0.66
O -0.23565 -1.76241 0.76644 1.31 0.02 0.00
H 4.51207 6.85433 -2.30671 -0.43 0.42 -0.21
N -2.94844 2.80634 2.08552 -0.08 -0.55 -1.15
H 4.72959 5.34582 -3.04693 0.18 -0.15 -0.83
O 2.92436 5.59976 -2.18159 -0.78 1.38 0.47
H 6.85350 -2.40110 -4.20352 -0.19 -0.60 0.16
H 5.18079 1.03067 1.87356 -0.18 -0.33 -0.48
O 3.68273 -2.92628 -1.51158 0.14 0.01 -0.07
O -2.75374 4.90455 -0.47657 -1.77 -1.28 -0.56
O -5.85644 2.85842 2.41338 -0.82 1.58 -1.36
C -5.17695 1.76855 1.77953 0.25 -0.19 2.35
H -1.85371 -3.07850 5.20338 -0.17 0.03 0.95
H -0.62467 -0.08015 -1.62431 0.00 0.74 -0.06
O 6.60096 -4.89151 -5.69167 0.72 -0.81 -1.15
C 1.64698 2.03160 -0.67538 0.93 1.19 -0.84
H -3.16123 -2.28650 -1.33642 0.81 0.09 -0.74
C -2.48135 1.30739 6.70889 0.36 0.68 0.86
O 1.79690 5.05548 4.81796 1.88 0.56 0.93
O -2.70142 -0.18624 -1.90339 1.33 -2.93 0.56
O 0.15700 -3.26374 2.52301 -0.05 -0.31 0.39
C -2.42203 2.62792 0.68566 -0.83 -0.13 0.92
H 4.09479 -3.48868 -3.91223 -0.14 0.21 -0.60
H 0.35416 4.77260 2.54814 1.05 0.45 -0.08
C 5.12981 -3.76153 -4.11807 1.29 0.83 0.32
O -1.25943 -1.32666 2.74393 -1.65 -0.52 1.16
H 0.55839 -8.46224 2.81154 -0.04 0.56 -0.15
H -3.37544 1.91942 6.82769 -0.08 -0.05 0.37
H 6.38193 -3.19675 -1.81365 -0.85 -0.45 0.87
H -2.27106 -5.21372 0.96777 0.21 0.47 0.25
H -0.58683 0.22254 5.29833 -0.15 -0.04 0.37
H -1.65999 1.84896 0.66093 0.81 0.26 0.68
H 7.76495 -5.52891 -7.37826 0.30 -1.04 1.15
C 0.80931 3.86627 2.94753 0.85 -1.22 1.06
C -1.62613 2.33207 -4.83725 0.06 -0.39 0.97
H -2.21341 -0.26621 -4.27300 -0.31 -0.03 -0.05
C 5.93347 -2.33294 -2.30438 0.93 0.27 -0.22
H 6.67445 -1.58163 -2.03128 0.00 0.47 -0.42
H -2.71065 -1.13029 -0.04287 0.29 -0.26 0.00
H 0.63703 1.63151 -0.76503 0.13 -0.57 0.62
H 1.83019 -2.11743 -1.90615 -0.20 0.54 0.12
H -1.03804 1.84812 -5.61702 0.08 0.27 -0.23
H 0.97711 1.80197 4.56992 0.17 0.57 -0.12
H 2.12661 1.79977 -1.62633 0.25 -0.55 -0.35
C -1.35970 0.15033 -3.73843 1.49 -1.45 1.02
H 0.22148 1.30085 3.07253 -0.12 -0.81 0.31
C 4.60033 -1.81532 -1.76245 -1.11 -1.76 0.59
H 4.52736 -4.78767 -5.92408 -0.04 -0.31 -0.04
H -1.36402 -4.23855 -0.21069 0.33 -0.05 0.21
H 3.53912 4.76814 6.12047 -0.69 -0.56 0.34
H -1.62656 3.35066 -1.02983 0.79 -0.09 -0.18
H -7.39407 4.25968 1.93595 0.33 -0.05 0.71
O 0.98115 -1.06893 2.77302 1.55 -0.04 -0.59
H 1.73795 4.72540 -3.73152 0.15 0.92 -0.38
H -3.39471 -4.98500 -1.49553 -0.57 0.69 1.36
C -2.73241 -4.51427 3.96176 0.25 -0.06 0.00
C -1.87825 3.82454 -0.08104 -0.56 0.07 -1.02
O 2.17858 -6.17808 2.75492 -0.35 0.54 0.12
C -2.74010 -5.69168 -0.98544 -0.19 -1.04 -0.64
N 5.98930 -2.60585 -3.72255 -1.58 0.24 -0.59
H 1.39212 -5.62757 2.75997 -0.04 0.41 0.29
H 2.95263 4.37310 3.21406 -0.13 0.69 -0.57
H 3.65775 6.56567 -3.90480 0.14 0.02 -0.02
N 1.49072 3.50164 -0.67442 0.72 -1.04 1.65
H -2.79528 0.29714 6.44632 0.25 -0.09 -0.47
N -1.33869 1.57638 -3.60289 -0.30 0.74 -0.28
C -7.03943 3.26736 1.65729 0.83 -0.13 0.82
C 5.37796 -4.21072 -5.56118 -0.14 0.91 0.84
H -3.26846 -6.55021 -0.57088 -0.63 0.33 0.12
C 6.73816 -5.37648 -7.04574 0.08 0.91 0.27
H -5.61344 1.87473 -5.33113 0.09 0.37 -0.40
O -3.96346 2.39346 -4.16415 -0.25 0.70 0.38
H -3.20247 4.43016 -2.48940 0.13 -0.71 0.06
H -6.00739 2.05625 -3.68101 0.64 0.02 0.58
C -3.77265 1.65119 2.46060 -0.29 -0.29 -1.02
H 1.25014 -9.08873 1.30798 -0.44 0.21 -0.36
C -1.01843 1.14477 4.90935 -0.34 0.77 -2.58
H 2.44078 3.83423 -0.59163 0.12 0.40 0.62
O 3.71548 2.18321 0.84677 -1.44 -1.12 -0.59
H -4.33988 3.60915 -1.29168 0.50 -0.30 0.06
H -4.53066 -3.11684 6.03261 0.32 0.23 -0.27
C 1.44125 -8.45277 2.17235 0.98 -0.35 -0.58
C 2.16020 4.56467 -2.73956 0.77 -1.31 -1.59
C -3.15550 -1.23992 -1.03190 -1.66 1.62 0.84
H 4.74969 -1.33599 -0.79496 0.14 0.37 -0.01
```
Positions in Å, forces in eV/Å.

Calculated values
HOMO-LUMO gap: 7.8 eV
total charge: -1
energy relative to the best compared isomer or geometry (same formula, charge and spin): 402.24 kJ/mol
HOMO: -0.20992 Ha
LUMO level: 0.077 hartree

=====

# 2
This record from the Open Molecules 2025 dataset describes C36H72O18S9 as an isolated structure. The level of theory is wB97M-V/def2-TZVPD.

The geometry in XYZ format:
```
135
Properties=species:S:1:pos:R:3:forces:R:3
H -3.20040 -3.29511 -0.60877 -1.00 -0.63 0.10
C 1.89203 2.71979 -2.42321 -2.01 3.64 -0.78
H -1.60453 1.77898 1.41254 0.23 0.01 -0.35
C -1.06637 0.87835 1.11699 1.87 -1.49 0.78
H 2.40048 -2.25848 -1.63587 0.07 0.50 0.64
H 5.07454 -0.06228 -4.34799 -0.47 0.40 -0.01
H -0.15491 -5.40504 -1.34921 0.16 -0.16 0.18
H -4.79426 0.68183 5.57224 1.12 -0.48 0.48
H -3.40113 0.82859 -0.78193 -2.02 0.54 -1.40
C 2.30651 3.94622 -0.30168 -0.60 0.64 -0.39
C -1.77029 -1.25217 -5.39647 -0.64 0.43 0.22
C -4.34178 1.15197 4.69913 -0.17 -0.51 -0.13
C -1.82518 0.39855 4.38308 -6.05 0.46 -4.99
H 1.79236 0.56095 -1.65976 0.06 -0.59 -0.61
C 0.45584 0.73591 6.86242 0.49 0.12 1.50
H -0.89118 0.22796 5.24936 4.28 -0.96 4.34
C -0.66855 -4.89379 -2.16339 0.44 -1.02 0.71
H -5.11493 1.91854 4.64728 0.47 0.55 -1.16
H 6.37197 0.23008 2.27953 0.13 0.39 -0.44
H -4.74851 0.50708 2.69520 0.06 -0.54 -0.20
H -4.49587 -0.85199 3.85631 -0.40 0.11 -0.09
H 2.72976 -0.75684 1.74552 0.03 0.38 0.35
H -1.97877 -0.42603 -6.07628 0.49 -0.02 -0.28
H -6.08553 -0.81809 -3.85653 -0.04 -0.56 1.05
H -2.48808 0.81689 2.45388 -0.76 -0.67 0.66
H 2.94892 1.41362 5.46615 0.59 -0.19 -0.54
O 2.15954 6.02468 -1.80814 0.15 1.20 -1.23
S 4.57604 -1.68813 -2.60009 -3.69 2.93 0.36
H -3.78115 -1.25387 -2.35847 0.49 0.46 -0.46
H 1.14189 2.26047 -0.54888 -0.01 -0.25 -1.08
O -2.46946 3.06188 4.17805 -0.20 -1.32 0.54
C -3.90899 0.82739 -1.74639 -1.55 3.31 -0.70
H 2.05262 -0.20834 0.35646 -1.56 -1.98 -0.38
C 2.77871 0.10996 -1.76851 0.41 -2.59 0.18
H 0.80208 1.00542 2.20181 -1.48 -0.15 -2.92
C -0.33554 -0.20984 -3.69395 0.00 0.75 1.10
H -4.56642 2.85549 -1.83387 -0.35 0.12 -0.64
H -0.32566 0.85524 -3.92547 0.69 -0.14 -0.61
C -2.52091 -4.12974 -0.43614 0.67 1.84 -0.14
C -2.62086 -5.51812 -0.99599 -0.62 -1.47 -0.41
C -5.03853 1.87536 -1.76635 0.43 0.06 -0.12
O 5.28765 -1.90866 -1.36616 0.97 -0.23 0.08
H 2.91534 1.22008 -3.58083 0.81 -1.17 -0.76
S -1.53889 0.14629 -0.38941 6.16 0.63 -0.79
H 4.56984 -1.40558 2.98966 -0.04 -0.10 -0.70
H 2.31718 -1.48794 -3.18576 2.52 1.25 2.28
H -2.63104 -1.90986 -5.51747 0.04 -0.25 -0.03
O 1.48726 -2.21522 -3.78687 -4.63 -1.45 -5.40
H -0.01274 -1.15371 5.98912 0.15 -0.14 -0.12
C 0.80040 3.79756 -2.49282 -1.29 1.30 0.36
O 0.12732 5.61624 -0.42526 0.58 -0.83 -1.34
H 5.24744 -0.32207 1.00244 0.70 0.12 -0.54
C 5.36396 0.32091 1.87485 -0.11 -1.15 -1.13
H 2.01621 4.08945 0.73914 -0.15 -0.38 -0.19
H -3.62774 -5.93120 -1.05634 -0.21 0.34 0.39
S -1.10414 -3.33696 -1.33306 1.49 -5.61 0.49
H -0.16905 3.44019 -2.14560 -0.13 -0.22 -0.12
C 2.12003 2.55873 -0.92621 -1.22 7.62 -6.98
H 0.15127 1.77985 6.93673 -0.03 0.08 -0.96
H -2.65705 -5.20489 -3.04938 0.20 -0.57 -0.72
O -7.43292 1.33821 -2.92360 2.31 -0.52 -0.48
C -2.69790 0.01926 3.16652 -0.33 1.63 0.23
C -1.98195 -5.74961 -2.38937 0.59 2.81 1.53
C 0.03680 -0.09901 5.71844 2.33 0.02 0.24
C 3.58469 0.83892 -2.80961 1.78 1.14 -0.95
S 3.00530 1.62876 1.54728 4.04 -0.73 4.32
H -0.44027 -2.93438 -5.09747 -0.52 -0.37 -0.29
H -4.61967 -0.20952 -4.38955 0.17 0.70 -0.19
H 0.87387 1.80442 0.73070 -1.63 -0.79 0.04
H 1.52931 1.81394 -2.90899 -0.21 0.60 0.17
C -4.14632 0.12377 3.51893 -1.46 0.69 1.17
H -1.25383 0.01142 1.75054 0.02 0.51 -0.08
H 0.15133 -4.71745 -2.85966 -0.58 0.18 -0.67
H -3.24339 1.22713 -2.51143 0.26 -0.13 0.32
C 2.98353 0.01673 2.47030 3.16 0.04 -1.47
H 2.71605 3.15446 -2.98902 0.17 -0.23 0.17
H -5.21408 -0.94355 -1.71502 -0.09 0.56 1.58
H 0.64599 4.43350 -3.36451 0.12 -0.52 -0.50
C 1.01692 -0.44319 0.60198 -2.95 0.35 -0.99
H -2.34441 -4.31822 0.62283 0.25 1.14 0.00
O -1.44598 1.19871 -1.38494 0.09 0.28 -0.33
H -0.09194 -2.19973 -6.66478 -0.23 0.42 0.01
C -4.45980 -0.40386 -2.28765 -1.30 -4.66 1.66
C 2.75209 -1.38895 -2.19120 4.47 2.55 1.35
C -5.24652 -0.22180 -3.49792 -0.40 1.76 -3.26
S -2.70272 1.89257 5.01062 -0.27 0.37 1.12
S 1.21312 5.10234 -1.26464 1.17 -1.73 2.41
H -2.42442 0.18761 -3.87194 0.13 -0.17 -0.17
C 4.90662 1.71071 1.49275 -1.21 0.08 0.48
S 1.38022 -0.02737 4.39748 -1.80 -1.90 9.25
H 2.41418 1.29541 7.75217 0.10 0.63 -0.76
S 0.85153 -1.16305 -4.62227 -2.17 0.89 -3.67
C 2.63236 0.39323 5.68223 0.08 1.43 0.73
C -0.47953 -2.00455 -5.66489 1.21 -0.12 1.56
H 3.34504 4.26881 -0.37574 -0.08 0.40 -0.34
H 2.11479 0.15152 3.11468 5.46 -0.35 -4.87
H 3.00111 1.95980 -0.69579 0.98 3.77 -5.10
C 1.97507 0.55363 7.08505 -0.86 -1.07 0.36
O 2.53762 2.76259 2.35793 0.52 -1.24 -1.24
O -2.53629 1.97367 6.46590 0.22 0.01 -1.55
S -5.99218 1.42604 -3.27546 -1.70 3.20 -0.67
H -2.11024 -0.28016 5.18695 -0.29 -0.42 -0.41
C 0.47263 0.89070 1.16914 -1.69 0.85 -1.26
O 0.02194 -2.96402 -0.43764 -0.57 -10.14 -1.28
C 4.87431 0.14060 -3.29592 -0.50 -3.28 1.23
H -2.41481 -0.93274 2.71746 -0.15 -0.02 0.19
O -1.52886 -2.44717 -2.37095 0.43 -1.64 2.34
H -0.26648 -1.89236 -0.33922 -0.41 5.21 1.07
O 1.57753 -0.19705 -5.49465 -0.07 -2.02 1.89
O -2.71991 -0.66293 -0.25983 0.39 -2.16 1.30
H 4.73805 0.02302 3.83577 -0.41 0.44 0.37
H -0.15342 0.28366 7.64496 0.38 0.11 0.66
O 2.53403 1.34403 0.22500 2.39 -5.67 12.84
H 0.87455 -1.22485 1.34819 0.43 -0.10 0.39
H -5.64138 1.94666 -0.86104 -0.48 -0.62 -0.28
H 0.49424 -0.85383 -1.52890 -0.40 0.00 0.95
O -5.65795 2.36900 -4.38511 -0.19 -2.11 1.90
H 3.13488 0.32558 -0.76116 1.12 -1.78 -1.85
H 0.03952 -0.24296 -2.67104 -0.71 0.11 -0.68
H -1.88715 -6.82347 -2.55037 0.31 0.38 -0.41
H 5.09142 2.45105 2.27112 0.25 0.14 -0.21
H 5.82636 0.31558 -2.79482 -0.25 0.81 0.12
O 1.71330 -1.36486 3.98305 -1.55 -1.63 0.24
H -2.03955 -1.45432 -3.20829 -0.64 2.19 -1.91
C 0.04847 -0.86726 -0.53430 -0.87 5.51 0.76
H 2.08162 -0.30874 7.74312 0.20 -0.66 -0.58
H -2.09321 -6.07357 -0.22064 0.03 -0.67 -0.42
C 4.43815 -0.33262 2.85003 -1.02 0.82 2.30
H -0.79120 0.41576 4.03862 -1.71 1.03 -1.35
H 3.91193 1.79947 -2.41167 0.31 -0.31 0.26
O 1.10797 1.03915 3.45603 -3.11 2.27 6.41
H 5.25838 2.00790 0.50481 -0.13 0.22 0.14
H 3.43276 -0.34667 5.68170 -0.11 0.23 -0.36
C -1.77441 -0.68519 -3.93371 0.57 0.28 -1.59
O 4.54398 -2.59729 -3.69658 1.08 -1.39 -0.85
```
Positions in Å, forces in eV/Å.

Calculated values
HOMO-LUMO gap: 6.8 eV
energy relative to the best compared isomer or geometry (same formula, charge and spin): 3291.45 kJ/mol
HOMO: -0.26809 Ha
LUMO level: -0.018 hartree

=====

- Which value of energy relative to the best compared isomer or geometry (same formula, charge and spin) does entry 2 give?
  3291.45 kJ/mol

=====

- The highest LUMO level belongs to which entry?
  C36H93ClN5O17

=====

- Number 2 is which compound?
  C36H72O18S9

=====

- Among the records above, which one has the lowest HOMO-LUMO gap?
  C36H72O18S9